{
  "formula": "C3H5ClNO",
  "method": "wB97M-V/def2-TZVPD",
  "species": ["C", "C", "C", "N", "O", "Cl", "H", "H", "H", "H", "H"],
  "coordinates": [[0.423380, -2.341357, 0.069770], [0.875547, -1.154671, 0.038744], [0.341603, 1.157957, 0.280580], [1.223759, 0.134940, -0.205605], [2.357198, 0.437341, -0.814627], [-3.023809, 0.697925, -0.308933], [-0.215523, -2.966895, -0.671021], [0.547737, -3.005838, 0.871957], [-0.647125, 1.037419, -0.275295], [0.235597, 0.935540, 1.328551], [0.809456, 1.968975, -0.060940]],
  "forces_ev_per_a": [[-1.9, -2.6, -1.7], [1.7, 5.8, -1.3], [-2.8, -3.1, -0.4], [0.9, -6.3, -0.5], [-1.6, -0.1, 0.9], [0.0, 0.0, 0.0], [1.0, 1.9, 0.5], [0.7, -0.4, 1.6], [0.7, 0.2, 1.0], [-0.3, 0.9, 0.4], [1.6, 3.8, -0.4]],
  "orbital_gap_ha": 0.2792,
  "total_energy_ev": -19249.4261,
  "e_lumo_ev": 3.50,
  "charge": -1
}